(1)
59
Properties=species:S:1:pos:R:3:forces:R:3 method="wB97M-V/def2-TZVPD" orbital_gap_ha=0.28932 lumo_energy_ha=-0.00755 e_tot_ev=-34857.541
C 1.36693 0.25757 3.09015 -0.70 0.22 0.17
N 0.03072 0.65072 3.53971 -0.77 1.30 -0.19
C -0.57728 1.94732 3.09139 1.47 -0.80 -0.14
C 1.36371 -0.81709 1.95597 2.45 0.04 -0.88
C 0.28295 -0.78490 0.90382 -1.67 0.64 0.59
C 0.32751 0.54800 0.09645 -0.50 0.79 0.76
N 0.57505 0.42890 -1.37166 1.19 -0.58 1.52
N 2.67530 -0.69993 1.16697 -0.39 0.41 0.84
H 1.96606 1.11752 2.76827 -0.35 0.09 0.11
H 1.84041 -0.12820 4.02554 0.22 -0.11 -1.00
H -0.65193 -0.08073 3.42109 0.15 -0.09 -0.16
H -0.30120 2.22470 2.06061 -0.23 -0.34 0.09
H -1.65625 1.85602 3.14070 -0.07 0.19 0.17
H -0.17392 2.76535 3.69649 -0.39 -0.11 0.23
H 1.41568 -1.71687 2.54980 -0.45 -0.80 -0.51
H -0.66097 -0.78085 1.49589 0.43 -0.37 -1.07
H 0.31832 -1.65749 0.19564 0.12 0.67 0.85
H 1.16059 1.13590 0.62262 -1.38 -0.29 -1.30
H -0.69105 1.07237 0.24521 1.76 -0.56 -0.26
H 1.13225 -0.42848 -1.48114 -0.15 0.40 -0.18
H -0.28997 0.20762 -1.81883 -0.63 0.14 -0.40
H 3.37562 -1.18856 1.70866 0.32 -0.07 -0.52
H 2.63160 -1.02877 0.19062 -0.13 -0.29 1.01
H -1.24648 -3.22266 2.60919 -0.18 -0.07 0.10
H -1.33333 -2.24695 3.79887 -0.12 -0.18 -0.02
O -0.94916 -2.36642 2.92411 0.02 -0.18 0.38
H -0.81522 -4.66967 -0.72955 -0.27 -0.13 -0.17
H -0.38747 -3.29487 -0.36410 -0.10 0.49 0.06
O -1.08454 -3.74962 -0.85398 0.36 -0.66 0.25
H -3.22648 -0.96884 0.82231 -0.18 0.74 0.75
H -4.30263 -0.46162 1.78274 0.51 0.21 -0.06
O -3.37903 -0.28296 1.53529 -0.30 -0.66 -0.44
H -1.95452 2.36107 -3.78557 0.33 0.30 0.40
H -2.18711 1.99240 -2.28061 0.50 0.57 -0.27
O -2.41370 1.77164 -3.18925 -0.72 -0.92 -0.02
H 2.14549 1.77439 -1.74695 -0.32 -0.80 -0.65
H 3.04567 2.46406 -2.92620 0.04 -0.78 -0.16
O 2.51288 2.56964 -2.14425 0.93 1.24 0.74
H 2.80803 -1.90269 -2.36717 -0.22 -0.24 -0.27
H 1.30282 -2.50983 -2.38826 1.13 0.77 0.17
O 2.05277 -2.14233 -1.82282 -0.56 -0.50 0.04
H -0.59944 -2.17491 -3.77979 -0.43 -0.38 0.52
H -0.63012 -3.29147 -2.54897 -0.65 0.65 -0.35
O -0.12752 -2.81014 -3.23134 0.88 -0.30 -0.30
H -3.61372 -1.82771 -1.33116 0.68 -0.55 0.58
H -3.12846 -2.99734 -0.36187 0.22 -0.09 -0.34
O -3.50301 -2.11706 -0.39347 -0.58 0.17 -0.22
H -2.65205 -0.24059 -2.97234 -0.71 0.18 0.18
H -4.00748 -0.25539 -2.20520 0.06 0.58 -0.27
O -3.41296 -0.80146 -2.72545 0.26 -0.41 -0.24
H 3.58196 2.37252 -0.20407 -0.20 -0.47 0.61
H 3.29428 1.29954 0.96438 0.13 0.43 -0.54
O 3.47499 2.24978 0.76144 0.53 -0.28 -0.07
H 0.67403 3.45614 0.84865 0.33 -0.05 0.46
H 2.21101 3.70801 0.56630 0.57 -0.56 0.86
O 1.33312 3.73698 0.21714 -1.48 0.84 -1.42
H 0.31680 3.23745 -3.41640 1.04 0.00 0.14
H 0.71133 3.21154 -1.84399 0.83 0.18 -0.31
O 0.02910 3.22927 -2.51162 -2.63 0.35 0.12


(2)
14
Properties=species:S:1:pos:R:3:forces:R:3 method="wB97M-V/def2-TZVPD" orbital_gap_ha=0.30957 lumo_energy_ha=0.02138 e_tot_ev=-8367.091
C -2.29276 -0.23787 -0.37170 -0.14 0.25 0.30
O -1.08958 0.93124 0.11042 0.00 -0.07 -0.31
C -0.01334 0.32102 0.84670 0.13 -0.04 0.20
C 0.78938 -0.65509 0.02417 -0.26 -0.01 -0.04
C 1.93877 -0.16617 -0.74617 0.05 0.14 -0.26
O 2.11660 -0.82067 0.49879 0.11 -0.09 0.15
H -2.48627 -0.60405 0.65903 0.06 0.02 -0.20
H -3.08454 0.53162 -0.48522 0.14 -0.22 -0.06
H -0.76323 1.13412 -0.77977 -0.04 0.03 0.15
H -0.49201 -0.16668 1.69801 0.08 0.04 -0.10
H 0.64386 1.11745 1.21083 -0.07 -0.11 -0.05
H 0.27922 -1.56042 -0.29738 0.08 0.15 0.05
H 2.17639 0.89954 -0.75027 -0.04 -0.17 0.04
H 2.27752 -0.72403 -1.61745 -0.09 0.07 0.13


(3)
16
Properties=species:S:1:pos:R:3:forces:R:3 method="wB97M-V/def2-TZVPD" orbital_gap_ha=0.35966 smiles="C1=NOC[C@@H]2CN2C1" lumo_energy_ha=0.03096 e_tot_ev=-10335.167
C 1.78544 0.98424 0.08608 -1.11 0.68 -0.98
N 2.34081 -0.15615 -0.07549 -0.05 2.49 0.58
O 1.69157 -1.26329 -0.17800 -2.73 -3.01 -0.12
C 0.12198 -1.63658 -0.07087 0.21 2.69 -1.96
C -0.81666 -0.58453 0.46386 4.36 -4.47 -1.57
C -1.92512 0.01933 -0.15699 -1.15 0.11 -1.82
N -0.47655 0.39910 -0.48170 -3.97 -2.55 -0.17
C 0.28463 1.44042 -0.04890 2.34 0.68 -3.30
H 2.51732 1.76995 0.12658 0.10 0.39 0.18
H -0.22979 -1.77294 -1.04878 0.24 -0.58 -1.67
H 0.31964 -2.49287 0.38312 0.30 -3.82 2.37
H -0.60184 -0.63409 1.44739 0.02 1.66 3.75
H -2.37962 0.58035 0.65090 -0.74 0.54 -0.56
H -2.59056 -0.55081 -0.93750 1.49 1.60 1.38
H -0.06198 1.87467 0.78802 -1.01 1.93 3.30
H 0.02073 2.02320 -0.94774 1.69 1.67 0.60


(4)
107
Properties=species:S:1:pos:R:3:forces:R:3 method="wB97M-V/def2-TZVPD" orbital_gap_ha="0.26356 / 0.25170" s2=2.007 spin_multiplicity=3 lumo_energy_ha="-0.02487 / -0.03965" e_tot_ev=-150138.568
Ni 13.91080 11.69838 12.29874 0.07 -0.35 -0.21
O 16.97317 10.72524 13.52255 -0.06 -0.13 0.62
C 16.61278 9.92242 14.58773 1.38 -0.53 1.03
C 17.60343 9.04400 15.12409 -1.17 1.08 -1.27
C 17.29138 8.22951 16.17921 -0.48 0.42 -0.64
C 16.03859 8.30995 16.77497 -0.08 0.80 0.11
C 15.13456 9.28101 16.33916 2.70 -0.73 -1.19
C 15.40724 10.11605 15.25088 0.37 -0.80 -0.63
P 14.30462 11.45041 14.70884 1.14 0.47 -0.15
C 15.13401 12.86063 15.61397 -0.60 -0.65 -0.08
C 15.44563 12.74813 16.98660 -0.77 -1.08 -0.99
C 15.79620 13.87325 17.66656 0.72 0.60 0.90
C 16.03715 15.07318 16.99178 -0.98 -0.44 0.68
C 15.81148 15.14992 15.63622 0.82 0.58 0.43
C 15.35590 14.05494 14.94569 -0.26 -0.53 -1.53
C 12.75135 11.08905 15.55158 -0.10 -0.09 0.09
C 12.00826 12.13141 16.06432 -1.16 0.03 0.10
C 10.72401 11.84887 16.55255 -0.48 0.63 1.01
C 10.24522 10.55004 16.68546 -0.32 0.77 0.24
C 11.04230 9.52651 16.24844 -0.06 -1.51 -0.33
C 12.23607 9.79508 15.60524 0.90 -0.53 -0.77
C 17.94377 11.66426 13.84122 -0.43 1.51 -1.52
C 18.43914 11.89391 15.08193 1.45 1.72 0.49
C 19.32578 12.99973 15.28645 -1.42 -1.09 -1.31
C 19.62638 13.84252 14.20927 1.06 -0.26 2.89
C 19.25118 13.52484 12.95173 -1.20 -0.57 -0.82
C 18.34051 12.47892 12.77291 0.48 -0.93 -1.75
P 17.98704 11.65742 11.08116 0.62 0.23 0.74
C 19.20716 10.25930 11.37974 -0.41 -0.03 -0.18
C 20.46556 10.56077 11.90044 1.45 0.76 0.49
C 21.27161 9.52483 12.42087 -0.28 0.43 0.32
C 20.76967 8.20785 12.45144 1.28 0.76 0.54
C 19.58079 7.90899 11.83522 -0.78 -1.18 -0.77
C 18.80279 8.91168 11.26115 -0.11 0.93 0.60
C 18.98059 12.74600 10.00358 -0.18 0.63 -0.67
C 18.73666 14.14295 9.95494 -0.01 -0.80 -0.23
C 19.29350 14.89453 8.91717 -0.29 0.10 1.67
C 20.14934 14.30427 8.03780 0.47 1.82 -2.79
C 20.39906 12.98879 8.05740 0.68 -2.62 -0.59
C 19.79311 12.18571 9.02038 0.71 -0.26 0.40
H 18.60624 9.09259 14.70783 -0.19 -0.27 -0.18
H 18.04819 7.54242 16.43546 0.54 -0.79 0.86
H 15.84184 7.73005 17.66142 -0.29 -0.23 -0.01
H 14.22156 9.39245 16.75929 -2.47 0.12 1.68
H 15.38044 11.76467 17.47392 -0.18 0.57 -0.09
H 15.91420 13.83749 18.75311 0.12 -0.03 -0.35
H 16.23773 15.93267 17.60739 0.40 0.33 -0.19
H 16.05783 16.05929 15.12665 -0.13 0.34 -0.35
H 15.23296 14.13053 13.84024 -0.13 -0.10 1.09
H 12.39182 13.13543 15.97548 -0.14 0.23 0.25
H 10.04113 12.59479 16.98941 0.74 0.15 -0.56
H 9.24135 10.39071 17.11989 0.77 -0.04 -0.21
H 10.73236 8.48369 16.38985 0.06 0.40 -0.28
H 12.80538 9.02128 15.04726 -0.64 0.33 0.91
H 18.15717 11.23571 15.85025 -0.06 -0.39 1.20
H 19.75883 13.13037 16.25149 0.11 0.30 0.53
H 20.28508 14.67620 14.41496 0.06 0.08 -0.19
H 19.69769 14.11502 12.16437 -0.41 -0.23 -0.32
H 20.84942 11.65993 11.96300 -0.84 -2.18 -0.16
H 22.24988 9.75976 12.90165 -0.91 -0.21 -0.51
H 21.34656 7.46557 13.01589 -0.27 0.08 -0.52
H 19.24370 6.85105 11.74061 0.23 0.94 0.31
H 17.81051 8.67921 10.86496 0.37 0.08 -0.01
H 18.09885 14.54587 10.73683 0.02 0.34 -0.49
H 19.17995 15.95285 8.84812 -0.47 0.56 0.14
H 20.54675 14.85271 7.14005 -0.32 -0.16 1.27
H 21.04075 12.55696 7.25268 -0.54 0.19 0.93
H 20.06949 11.13535 9.09181 -0.28 0.07 -0.22
F 14.74167 14.42196 9.77785 0.25 -0.32 0.70
B 15.00341 14.62807 11.13552 -0.35 0.54 -0.21
F 13.94713 15.32571 11.73610 0.41 -0.92 0.01
F 16.19703 15.27035 11.38372 0.10 0.01 -0.08
F 15.21146 13.26059 11.80830 -0.88 0.28 -0.01
C 14.62577 8.13046 8.13261 0.14 -1.60 0.12
C 15.34519 9.14565 8.99597 1.38 -0.36 1.04
Sb 14.36530 10.98984 9.42801 -0.76 0.36 0.09
C 14.89673 11.68693 7.46133 0.79 -0.66 -0.33
C 16.21428 12.44964 7.21986 0.78 -1.08 -0.56
C 12.40369 10.39730 8.71817 0.27 -0.68 -0.67
C 11.36262 11.46669 8.47528 -0.30 0.19 0.38
H 15.31944 7.27174 7.89993 -0.61 0.73 0.31
H 14.23548 8.42936 7.15682 0.17 0.52 0.15
H 13.77488 7.70559 8.68687 0.20 0.06 -0.17
H 16.31258 9.43497 8.52132 -0.57 -0.03 0.34
H 15.61935 8.70146 10.00622 -0.39 0.30 -1.26
H 14.05377 12.20570 7.02126 -0.13 0.24 0.03
H 14.91147 10.67369 6.99878 0.10 0.70 0.01
H 16.05657 13.47859 7.36979 -0.29 1.43 0.15
H 16.63464 12.32318 6.18895 -0.70 0.00 0.60
H 17.08497 12.22520 7.86043 -0.59 -0.40 0.12
H 12.02473 9.64602 9.41520 0.05 -0.02 -0.01
H 12.59846 9.86364 7.76876 0.00 0.16 0.41
H 11.07259 11.90910 9.43548 -0.47 -0.15 -0.14
H 10.50482 11.07549 7.89609 0.18 0.13 0.60
H 11.71742 12.31375 7.91675 0.47 0.34 -0.46
S 11.89398 13.00550 12.77984 -0.14 -0.33 -0.45
C 10.48903 12.04816 12.86973 0.03 -0.87 -0.70
N 10.40092 10.79434 12.25684 0.89 -0.31 -0.12
C 9.46301 9.86080 12.55867 -0.47 2.17 2.05
C 8.51664 10.18329 13.49440 -0.12 1.47 -0.53
C 8.50708 11.57503 13.86072 -0.30 -0.71 0.33
N 9.39973 12.50439 13.54755 -0.12 -1.37 0.16
H 11.23214 10.37629 11.74784 -0.72 0.95 0.69
H 9.55886 8.90196 12.18882 0.45 -1.68 -1.14
H 7.69311 9.54775 13.83465 0.63 0.09 -0.25
H 7.66698 11.83546 14.51946 0.40 0.52 -0.36
I 13.10771 8.75966 12.30877 0.37 0.63 -0.29


We obtain ΔE to the lowest compared entry with this formula, charge and spin values of 65.24; 142.76; 174.33; 0.00 kcal/mol for the records listed above, in that order.